(1)
The following is a DFT calculation (the ωB97M-V functional and the def2-TZVPD basis) of C3H6O3 in the gas phase.

Summary:
SMILES string = OC/C=C/OO
LUMO energy = 0.0256 Eh
energy above the lowest of the compared OMol25 structures with the same formula, charge and spin = 727.7 kJ/mol
calculated total energy = -343.37740 a.u.
E_HOMO = -8.709 eV
spin multiplicity = 1
frontier orbital gap = 9.4 eV

Geometry as XYZ:
```
12
C3H6O3 the ωB97M-V functional and the def2-TZVPD basis
O 1.1789 -1.7173 -2.2096
O -0.0257 2.1308 0.3936
O 0.4384 -2.0454 -1.0022
C -0.3463 1.0540 1.2074
C -0.6474 -0.4493 0.2327
C 0.5809 -0.6908 0.0343
H 1.5545 -0.2642 -0.1076
H 0.4220 0.9257 1.9685
H -1.6341 -0.8681 0.2491
H -1.3164 1.1348 1.7015
H 0.5266 -2.0035 -2.8668
H -0.7313 2.7932 0.3990
```

Results of the Mulliken charge analysis, in e, for atoms 1 through 4: -0.371, -0.483, -0.343, -0.472

***

(2)
The following is a DFT calculation (the ωB97M-V functional and the def2-TZVPD basis) of 2 unconnected molecules or ions with the total composition C3H6O3P.

Summary:
LUMO energy = 0.1305 Eh
energy above the lowest of the compared OMol25 structures with the same formula, charge and spin = 137.8 kJ/mol
charge = -1
calculated total energy = -685.05818 a.u.
E_HOMO = -4.181 eV
spin multiplicity = 1
frontier orbital gap = 7.7 eV

Geometry as XYZ:
```
13
C3H6O3P the ωB97M-V functional and the def2-TZVPD basis
P -3.7411 -0.7703 0.6679
O 2.8916 1.9355 0.3127
O -3.1326 -0.9344 -0.7040
O -2.7157 -0.8258 1.7512
C 1.7471 1.3798 0.3295
C 1.1806 0.4658 -0.5916
C 0.1699 -0.6928 -0.1159
H -0.8908 -0.4953 -0.0754
H 0.5666 -1.2752 0.7510
H 0.5603 0.9454 -1.4463
H 1.0619 1.7727 1.2350
H 1.9925 -0.1065 -1.1576
H 0.3098 -1.3990 -0.9567
```

Results of the Mulliken charge analysis, in e, for atoms 1 through 4: -0.028, -0.543, -0.504, -0.469

***

(3)
The following is a DFT calculation (the ωB97M-V functional and the def2-TZVPD basis) of a molecular structure, C3H6O3Rb.

Summary:
LUMO energy = -0.1638 Eh
energy above the lowest of the compared OMol25 structures with the same formula, charge and spin = 68.5 kJ/mol
charge = +1
calculated total energy = -367.49686 a.u.
E_HOMO = -13.388 eV
spin multiplicity = 1
frontier orbital gap = 8.9 eV

Geometry as XYZ:
```
13
C3H6O3Rb the ωB97M-V functional and the def2-TZVPD basis
Rb 0.6953 -1.1618 5.5660
O 1.1303 0.3468 -0.9546
O -1.1489 0.4029 -1.0769
O -0.2515 -0.3217 0.7785
C 0.8172 -0.8209 1.5630
C -1.1741 0.9626 -2.3958
C 0.0219 0.1358 -0.4902
H 0.5542 -0.7887 2.6203
H -2.1993 1.1732 -2.7002
H 1.1515 -1.8185 1.2778
H -0.5498 1.8477 -2.5176
H 1.6912 -0.1887 1.4063
H -0.7381 0.2313 -3.0765
```

Results of the Mulliken charge analysis, in e, for atoms 1 through 4: 1.006, -0.533, -0.300, -0.290

***

(4)
The following is a DFT calculation (the ωB97M-V functional and the def2-TZVPD basis) of a molecular structure, C3H6O3Y.

Summary:
LUMO energy (alpha / beta) = -0.3641 / -0.3825 Eh
energy above the lowest of the compared OMol25 structures with the same formula, charge and spin = 0.0 kJ/mol
charge = +2
calculated total energy = -381.22511 a.u.
E_HOMO (alpha / beta) = -16.464 / -19.774 eV
spin multiplicity = 2
frontier orbital gap (alpha / beta) = 6.6 / 9.4 eV

Geometry as XYZ:
```
13
C3H6O3Y the ωB97M-V functional and the def2-TZVPD basis
Y 0.3002 2.1514 -0.5651
O 2.7355 -0.5445 -0.5659
O 1.6971 1.3105 0.7222
O -0.7012 0.2189 -0.2560
C 1.6429 -0.0441 -0.3374
C -2.0329 -0.2281 -0.0154
C 0.3350 -0.7539 -0.0612
H -2.1496 -0.5011 1.0417
H -2.7001 0.6035 -0.2611
H 0.2921 -1.1234 0.9775
H 0.2073 -1.5813 -0.7725
H -2.2458 -1.0949 -0.6543
H 2.6196 1.5871 0.7476
```

Results of the Mulliken charge analysis, in e, for atoms 1 through 4: 1.681, -0.311, -0.593, -0.299

***

Among the records above, which one has the highest energy above the lowest of the compared OMol25 structures with the same formula, charge and spin?
C3H6O3